Entry 1:
# C14H20N2OSr

A structure of composition C14H20N2OSr in a non-equilibrium geometry (ωB97M-V/def2-TZVPD, the OMol25 dataset).

Geometry (Å):
C  -1.601  0.286  0.015
C  -1.334  -1.246  4.416
H  1.221  4.606  -3.081
H  -2.303  -0.765  4.588
H  -0.067  0.396  5.169
H  -1.370  -0.399  6.496
H  0.821  0.847  -5.218
C  0.442  -2.938  -3.830
C  0.625  -1.571  -4.051
C  -1.135  0.439  5.837
O  -0.511  -0.619  3.388
H  0.391  -4.504  -2.316
H  -1.870  -0.449  -0.760
H  0.940  3.360  -5.265
C  1.265  2.791  -1.927
C  0.533  -3.447  -2.531
H  0.553  -1.128  -5.043
H  0.904  -2.897  -0.441
C  0.815  -2.566  -1.483
N  1.213  1.440  -1.923
N  1.007  -1.247  -1.705
H  1.246  0.414  3.693
H  -0.759  -1.598  5.283
C  0.901  -0.727  -2.964
C  1.013  2.825  -4.319
Sr  0.934  0.264  0.223
H  -0.258  1.417  3.561
C  0.946  1.430  -4.308
H  -0.927  1.251  6.553
H  -2.072  -0.003  0.968
H  0.226  -3.595  -4.671
C  1.170  3.519  -3.116
H  -1.610  -2.173  3.892
C  1.035  0.744  -3.085
H  -1.966  1.279  -0.293
C  0.170  0.465  3.925
H  1.396  3.270  -0.950
H  -1.987  0.828  5.273

Calculated values
- ΔE to the lowest compared entry with this formula, charge and spin: 4.1240 eV
- DFT total energy: -760.6517 Ha
- Strongest force on any atom: 5.53 eV Å⁻¹
- 2S+1: 1
- Total charge: 0
- Frontier orbital gap (alpha / beta): 6.091 / 3.554 eV

Atom charges from the Mulliken analysis, given in e for atoms 1 to 5:
1 C -1.470
2 C -0.898
3 H 0.351
4 H 0.300
5 H 0.278

Entry 2:
# C4H5NO3

A structure of composition C4H5NO3 in a non-equilibrium geometry (ωB97M-V/def2-TZVPD, the OMol25 dataset).

Geometry (Å):
C  2.224  -0.591  0.092
C  -0.677  1.567  -0.043
O  -2.571  -1.063  -0.238
H  2.184  -0.861  1.409
C  -1.763  -0.151  -0.019
O  1.489  0.601  -0.440
H  1.880  -1.906  -0.354
C  0.151  0.519  -0.105
H  -3.396  -0.772  0.107
O  -0.432  -0.615  -0.198
H  3.320  -0.437  -0.034
H  -0.399  2.577  -0.296
N  -2.010  1.133  0.119

Calculated values
- ΔE to the lowest compared entry with this formula, charge and spin: 4.7248 eV
- DFT total energy: -435.7469 Ha
- Strongest force on any atom: 6.15 eV Å⁻¹
- 2S+1: 1
- Total charge: 0
- Frontier orbital gap: 8.617 eV

Atom charges from the Mulliken analysis, given in e for atoms 1 to 5:
1 C -0.623
2 C -0.455
3 O -0.412
4 H 0.231
5 C 0.476

Entry 3:
# C34H53ClCrN5PS3Sb

A structure of composition C34H53ClCrN5PS3Sb in a non-equilibrium geometry (ωB97M-V/def2-TZVPD, the OMol25 dataset).

Geometry (Å):
H  -1.482  6.672  1.436
Sb  -2.967  0.230  0.827
C  -1.591  1.913  -3.130
C  2.458  -3.765  -1.527
H  -2.844  2.702  1.923
H  -6.193  -1.834  -0.708
C  -2.287  -3.896  -1.471
S  2.415  0.316  0.147
H  2.053  -4.385  -2.327
H  2.641  -3.809  1.886
N  2.658  0.196  5.324
C  2.096  5.933  -1.475
H  -2.303  -3.705  2.747
C  -3.867  3.095  0.071
H  0.830  1.092  -2.180
H  1.848  5.544  -2.463
C  -1.237  0.688  -2.529
H  -0.314  -6.454  0.907
H  -1.489  -6.202  2.201
H  -0.879  -6.310  -1.242
H  0.422  -5.863  -2.354
H  -4.311  1.029  3.969
C  -0.104  3.853  0.571
S  0.274  -0.382  2.616
H  3.545  -3.890  -1.528
H  -1.181  -3.232  -3.627
Cl  -0.380  3.136  -3.399
H  -0.149  -2.286  -2.544
C  -5.217  -1.663  -0.238
H  2.323  -2.347  0.943
C  4.152  0.728  2.144
H  0.507  -3.684  -3.409
Cr  0.093  -0.052  0.223
C  -4.598  0.051  3.583
S  -0.250  2.214  1.067
H  -0.363  -4.418  3.499
H  2.200  7.017  -1.531
H  -2.941  3.238  -0.489
P  0.092  -3.482  -0.126
H  3.144  -5.900  -0.089
C  -0.786  6.000  0.936
C  -2.855  2.175  -3.635
N  -0.041  -1.961  -0.158
H  -5.193  -2.240  0.690
N  5.253  1.005  2.352
H  2.238  -2.715  -1.732
C  -2.263  -0.285  -2.555
H  -1.248  -5.888  -2.918
H  -4.256  -0.842  -3.084
C  -3.837  1.198  -3.606
C  1.017  5.538  -0.506
C  -4.976  -0.183  0.044
H  -4.243  4.083  0.352
C  0.187  -4.218  2.574
H  -2.018  -1.266  -2.160
C  -0.759  -4.361  1.376
H  -2.851  -3.735  1.066
H  -3.052  3.143  -4.080
H  -2.834  -3.955  -2.418
H  0.384  -0.618  -2.308
C  2.694  -3.370  0.892
H  -2.533  -0.575  3.384
H  0.345  7.554  -0.061
H  -4.540  2.147  1.898
H  -2.414  -2.893  -1.057
H  1.816  -5.966  1.066
H  -5.080  0.401  -0.871
H  -2.734  -4.619  -0.789
N  0.869  4.244  -0.272
H  -1.744  -2.465  1.616
C  -3.621  2.247  1.315
C  2.352  0.157  4.212
H  3.043  5.486  -1.174
C  -1.150  -5.831  1.227
C  -3.516  -0.048  -3.083
H  -4.446  -2.061  -0.902
C  -2.000  -3.521  1.712
H  -4.595  2.625  -0.597
H  -5.483  0.175  2.954
H  -5.711  0.199  0.756
C  -0.795  -4.173  -1.705
H  -3.702  -1.651  2.616
H  0.560  -3.197  2.638
C  0.061  0.359  -1.947
N  -0.960  4.714  1.176
C  1.894  -4.157  -0.156
C  0.208  6.493  0.105
H  -4.821  1.405  -4.011
C  -0.370  -3.296  -2.895
H  1.508  -6.257  -0.649
C  2.807  0.384  1.846
C  1.929  0.097  2.857
H  1.027  -4.912  2.534
C  -3.459  -0.603  2.808
H  -4.880  -0.574  4.437
C  -0.606  -5.646  -2.062
H  -1.974  -5.967  0.524
H  3.748  -3.320  0.604
C  2.086  -5.658  0.056

Calculated values
- ΔE to the lowest compared entry with this formula, charge and spin: 1.3541 eV
- <S²>: 0.78
- DFT total energy: -4881.9714 Ha
- Strongest force on any atom: 1.63 eV Å⁻¹
- 2S+1: 2
- Total charge: -2
- Frontier orbital gap (alpha / beta): 5.528 / 5.558 eV

Atom charges from the Mulliken analysis, given in e for atoms 1 to 5:
1 H 0.403
2 Sb 0.018
3 C 1.026
4 C -1.745
5 H 0.638

Entry 4:
# C5H6O2

An isolated molecule of C5H6O2 in a non-equilibrium geometry (ωB97M-V/def2-TZVPD, the OMol25 dataset).

Geometry (Å):
H  1.674  2.272  0.441
H  0.170  0.786  2.574
C  -0.326  -0.103  0.688
C  -0.599  -1.169  -1.093
H  1.171  2.213  -1.169
C  0.327  0.567  -0.208
O  -0.245  0.070  2.171
H  -0.837  -1.682  -1.887
O  0.025  0.035  -1.480
C  1.486  1.382  -0.480
C  -1.051  -1.276  0.164
H  -1.847  -1.662  0.826
H  2.403  0.821  -0.743

Calculated values
- ΔE to the lowest compared entry with this formula, charge and spin: 3.6153 eV
- SMILES: Cc1occc1O
- DFT total energy: -344.4691 Ha
- Strongest force on any atom: 6.72 eV Å⁻¹
- 2S+1: 1
- Total charge: 0
- Frontier orbital gap: 9.479 eV

Atom charges from the Mulliken analysis, given in e for atoms 1 to 5:
1 H 0.254
2 H 0.287
3 C 0.769
4 C -0.546
5 H 0.299

Entry 5:
# C18H31GeN3O2Ru

A structure of composition C18H31GeN3O2Ru (ωB97M-V/def2-TZVPD, the OMol25 dataset).

Geometry (Å):
C  -4.372  -0.674  -3.258
H  1.675  1.159  3.052
H  -5.426  -0.736  -3.495
Ge  0.560  -0.183  0.652
C  0.215  -2.346  3.093
O  1.076  3.929  -2.085
H  1.450  2.861  2.725
H  0.503  2.334  0.444
H  -0.144  3.132  4.718
Ru  0.180  -0.112  -2.012
H  3.608  0.631  -3.627
H  -0.799  0.779  2.872
H  0.611  -2.086  5.209
C  -4.736  1.462  -2.069
H  1.385  -2.580  0.558
H  -0.955  -0.450  0.489
H  -1.505  2.026  4.890
N  -1.684  -0.497  -2.643
H  -0.439  -1.465  3.000
H  0.757  -3.751  4.646
H  -1.431  -2.297  -3.636
C  0.182  -2.832  4.537
C  -2.153  -1.550  -3.343
H  -3.823  -2.512  -4.241
N  1.747  -0.254  -3.296
H  1.260  -2.538  -1.863
C  -3.882  0.407  -2.532
C  1.121  2.771  -2.377
C  -0.390  1.789  3.042
H  3.027  0.776  -1.973
H  3.020  2.940  -3.322
C  -3.484  -1.658  -3.672
H  1.791  2.272  -4.357
N  -5.406  2.311  -1.685
C  1.701  -1.697  1.116
H  -2.095  1.332  -1.745
C  1.623  -1.997  2.627
C  0.364  -1.946  -1.644
H  1.999  -1.139  3.191
O  0.251  1.873  -1.919
C  2.729  0.856  -3.022
H  2.732  -1.463  0.844
C  -0.482  2.113  4.527
H  -0.202  -3.116  2.434
H  1.422  -0.173  -4.261
C  2.187  2.237  -3.337
C  1.134  1.639  0.994
H  -0.836  -3.030  4.867
C  1.039  1.871  2.517
H  -0.394  -2.598  -1.196
H  2.228  -1.152  -3.262
H  -1.019  2.477  2.469
H  2.165  1.766  0.657
H  0.141  1.437  5.116
H  2.300  -2.826  2.844
C  -2.525  0.479  -2.258

Calculated values
- ΔE to the lowest compared entry with this formula, charge and spin: 0.9281 eV
- DFT total energy: -3190.3286 Ha
- Strongest force on any atom: 0.80 eV Å⁻¹
- 2S+1: 1
- Total charge: +2
- Frontier orbital gap: 7.274 eV

Atom charges from the Mulliken analysis, given in e for atoms 1 to 5:
1 C -0.054
2 H 0.204
3 H 0.553
4 Ge 0.504
5 C 0.012

Entry 6:
# C40H44F9N5O5PS2Y

A structure of composition C40H44F9N5O5PS2Y in a non-equilibrium geometry (ωB97M-V/def2-TZVPD, the OMol25 dataset).

Geometry (Å):
C  -1.623  -2.032  -1.190
H  1.163  -3.475  1.005
H  1.985  -5.796  0.733
F  1.368  1.066  -6.958
C  -4.202  2.610  -1.435
H  -4.572  3.167  0.616
C  1.305  -5.074  -2.506
H  3.146  -0.354  -4.634
O  2.876  -0.367  0.066
H  2.484  -1.638  -2.635
H  3.357  1.479  4.047
H  5.029  5.387  4.631
C  1.386  0.864  -4.616
H  0.490  -3.240  -3.227
F  3.134  1.759  -5.915
C  -0.500  0.344  4.888
F  -6.433  -2.186  -0.952
H  -5.700  1.983  -0.052
H  2.574  -0.498  4.638
H  3.976  6.182  2.537
H  -5.144  4.873  -0.800
N  2.097  2.183  1.691
C  0.183  1.150  -3.989
C  -3.667  -2.212  -2.454
O  -0.645  1.894  2.212
H  -3.922  1.701  -1.969
F  3.042  -7.571  -0.586
C  -3.930  1.111  0.718
C  1.726  -5.786  -1.389
C  3.496  2.503  3.721
H  -3.981  -3.797  0.520
P  0.119  -1.502  -0.874
H  4.222  -0.268  2.420
H  -1.234  -0.189  5.494
N  -4.290  5.400  -0.851
C  -5.728  -3.225  -1.462
H  4.240  -2.036  2.640
H  0.317  0.691  5.522
H  3.059  -2.344  0.502
C  1.826  -0.871  -3.021
H  4.725  3.057  5.375
C  -3.525  -3.216  -0.270
H  0.567  -1.790  5.391
H  -4.308  6.344  -0.508
H  -4.240  0.182  0.226
C  1.673  -5.219  -0.127
C  3.607  -1.422  0.693
C  2.223  -1.373  4.083
F  2.801  -7.393  -2.733
C  -3.134  4.817  -1.155
C  -4.258  -2.897  -1.406
O  -0.017  -0.519  3.842
C  -0.199  0.412  -2.883
O  2.356  -1.157  2.676
C  2.188  -7.213  -1.557
C  0.844  -3.778  -2.358
C  1.676  2.903  0.673
C  0.826  -3.181  -1.098
Y  0.611  0.338  1.453
H  4.605  -1.515  0.264
O  -2.153  3.381  1.503
C  -4.649  2.273  0.001
S  2.231  4.540  0.640
C  3.082  4.266  2.137
H  2.808  -2.243  4.389
H  -0.439  1.954  -4.360
C  3.702  -1.201  2.185
C  1.801  1.653  -5.832
H  -1.134  5.075  -1.309
C  3.845  5.162  2.871
H  -2.009  6.481  -0.830
H  3.092  1.251  -1.159
C  0.607  -0.617  -2.398
N  -2.019  5.541  -1.185
H  4.351  0.014  -1.348
H  -2.411  -0.957  1.065
C  2.208  -0.145  -4.137
C  4.430  4.709  4.039
H  -5.044  3.046  -1.977
H  -1.977  1.048  -0.206
C  -2.214  -2.784  -0.169
C  2.892  2.940  2.544
H  -1.897  -1.279  -3.190
H  -4.235  -2.015  -3.354
H  -4.315  1.080  1.741
H  -1.135  0.645  -2.388
N  -1.939  -0.163  1.486
C  1.222  -3.916  0.015
H  -1.631  -3.048  0.708
S  0.665  2.216  -0.534
C  -1.705  2.255  1.567
F  -6.155  -3.420  -2.712
H  0.443  -2.504  3.768
C  4.256  3.390  4.459
H  4.379  1.090  0.071
C  -2.396  1.072  0.809
F  1.292  2.896  -5.803
H  -2.269  -0.121  2.447
C  0.751  -1.620  4.330
H  -0.962  1.201  4.407
H  1.335  -5.536  -3.484
F  -6.034  -4.304  -0.736
N  -3.087  3.546  -1.549
H  -2.158  3.182  -1.697
C  -2.347  -1.790  -2.352
C  3.732  0.552  -0.627
F  1.142  -8.055  -1.509

Calculated values
- ΔE to the lowest compared entry with this formula, charge and spin: 1.1485 eV
- DFT total energy: -4275.3199 Ha
- Strongest force on any atom: 1.05 eV Å⁻¹
- 2S+1: 1
- Total charge: +2
- Frontier orbital gap: 8.097 eV

Atom charges from the Mulliken analysis, given in e for atoms 1 to 5:
1 C 1.639
2 H 0.468
3 H 0.490
4 F -0.243
5 C -1.367